# C25H33BeO2S

A structure of composition C25H33BeO2S in a non-equilibrium geometry (the ωB97M-V functional and the def2-TZVPD basis, the OMol25 dataset).

Structure (XYZ):
```
62
Properties=species:S:1:pos:R:3:forces:R:3:mulliken_charge:R:1
O 2.1057 -2.6478 -3.1007 0.4 -2.5 -5.9 0.81
C 1.3866 -3.8569 -3.8886 0.4 1.1 0.0 -0.51
C 2.6850 -4.4251 -4.4238 -0.4 -0.5 0.8 -0.95
H 0.8010 -3.3819 -4.6641 -0.3 0.0 0.1 0.37
H 0.7781 -4.4724 -3.2197 0.1 0.2 0.1 0.54
C 3.3765 -3.1431 -4.0835 0.6 1.3 -0.1 1.92
H 2.6798 -4.6355 -5.4919 0.0 0.0 0.1 0.36
H 3.0509 -5.2869 -3.8884 0.0 -0.3 0.3 0.32
C 3.4303 -2.3344 -5.3638 0.5 1.0 0.0 -1.89
H 2.4938 -2.2986 -5.9234 0.1 -0.2 0.2 0.47
H 4.2087 -2.7817 -6.0128 -0.4 -0.2 0.4 0.51
H 3.7672 -1.3014 -5.2279 -0.3 -0.1 0.2 0.30
C 4.7001 -3.0553 -3.3462 -0.3 0.1 0.0 -1.58
H 4.6733 -3.4613 -2.3337 0.0 0.1 -0.2 0.35
H 5.0626 -2.0143 -3.3470 -0.3 -0.4 0.2 0.32
H 5.4286 -3.6269 -3.9332 -0.1 -0.1 0.0 0.46
Be 1.1997 -2.7590 -1.9415 -1.5 1.8 3.3 -0.87
C 1.4024 -1.6929 0.6188 0.2 -0.9 -0.3 -0.91
C 0.6521 -2.8821 0.8090 1.2 -0.2 0.1 -0.89
C 1.1486 -3.9046 -0.0811 0.9 0.6 1.6 -1.00
H -0.0836 -3.0005 1.6125 0.0 0.0 -0.9 0.80
C 2.3150 -3.3516 -0.7339 0.1 -0.6 1.4 0.29
C 2.3769 -1.9440 -0.3915 0.9 -0.5 1.0 -0.15
H 3.2933 -1.3348 -0.5595 -1.1 -0.3 -0.2 0.50
H 1.2961 -0.7234 1.1330 -0.2 -0.7 -0.5 0.41
H 0.8679 -4.9681 -0.1122 0.0 0.7 0.0 0.42
H 3.1463 -3.9330 -1.1862 -1.0 0.4 0.3 0.59
C -0.0270 1.8562 -0.1486 0.8 0.7 -1.2 -0.04
C 1.0941 2.7078 0.1356 -0.8 0.4 -0.9 -1.02
C 1.1613 3.7147 -0.8991 -0.7 -0.7 0.2 -0.33
H 1.7640 2.6142 0.9985 -0.3 0.2 -0.3 0.32
C 0.0877 3.4667 -1.8248 0.6 -1.4 0.6 -1.01
C -0.5516 2.2317 -1.4388 0.4 1.3 1.3 -0.24
H -1.3037 1.7014 -2.0227 0.0 0.3 0.3 0.29
H -0.4607 1.1396 0.5402 0.3 -0.3 -0.3 0.49
H 1.8990 4.5239 -0.9686 -0.4 -0.3 0.1 0.35
H -0.2377 4.0784 -2.6656 0.4 -0.1 0.0 0.36
O 2.4680 0.5896 -5.4905 0.2 -1.0 2.4 -0.52
C 2.9246 1.0153 -4.1263 -0.1 1.1 0.2 -0.96
C 2.0323 0.4288 -3.0282 0.3 -0.3 -0.5 1.68
H 2.7443 2.1037 -4.1347 0.5 -0.3 0.1 0.50
H 3.9906 0.8088 -3.8707 -0.5 0.0 -1.0 0.30
C 0.7259 0.2019 -3.7981 0.2 1.0 0.2 0.31
H 1.8774 1.1116 -2.1918 0.0 0.3 -0.1 -0.26
H 2.4584 -0.4856 -2.5594 -0.3 0.5 -0.7 -1.14
C 1.1570 0.0090 -5.2740 -0.3 0.4 0.8 -0.45
H 0.1087 1.1218 -3.7054 0.5 -0.6 0.0 0.29
H 0.1680 -0.5740 -3.2820 -0.3 -0.3 -0.5 -0.56
H 0.5286 0.6129 -5.9027 -0.7 -0.2 -0.5 0.48
H 1.0784 -1.0560 -5.5265 0.3 0.2 -0.4 -0.06
S -1.1812 -1.9621 -1.4074 0.4 -0.5 -2.9 -0.50
C -2.2348 -1.4024 -0.1597 -0.8 0.3 2.0 0.49
C -2.8327 -0.1084 -0.1901 0.4 -0.5 -0.2 -0.60
C -3.5943 0.3775 0.8731 -0.2 -0.4 0.1 -0.34
C -3.9231 -0.4471 1.9601 0.1 -0.2 -0.4 -0.39
C -3.4711 -1.7771 1.9443 -0.1 0.4 -0.1 -0.52
C -2.6181 -2.2318 0.9374 0.1 0.5 -0.4 -0.61
H -2.7001 0.5059 -1.0805 0.2 -0.1 0.4 0.21
H -3.9631 1.4064 0.8345 0.1 -0.3 0.0 0.35
H -4.5668 -0.0752 2.7651 0.3 -0.2 -0.3 0.34
H -3.8099 -2.4794 2.7102 0.2 0.2 -0.1 0.32
H -2.2452 -3.2544 0.9732 -0.1 0.2 -0.1 0.47
```
Forces are in eV/Å.

- total energy (eV) = -41786.90622
- frontier orbital gap (eV) = 4.03
- ΔE to the lowest compared entry with this formula, charge and spin (kJ/mol) = 371.89
- charge = -1
- molecular weight (g/mol) = 406.62